DFT (wB97M-V/def2-TZVPD) results for a structure of composition C10H30B2InNO7P.

The geometry in XYZ format:
```
52
Properties=species:S:1:pos:R:3
H -2.279 -0.423 1.663
H -7.281 -1.278 0.319
O 3.211 -0.318 1.923
H 2.009 -1.477 0.714
O -2.077 -1.557 -0.038
C 1.946 -0.707 1.512
H -0.984 -0.431 -1.410
O 3.936 -0.798 -2.142
C -0.999 -1.422 -0.947
H -3.618 -1.560 -1.791
H 8.155 0.441 1.283
H 1.416 -0.743 3.585
H 1.372 0.122 1.050
H -4.547 -0.933 0.942
O 2.858 3.893 -0.469
H -6.658 -1.252 -1.725
O -5.774 -2.535 -0.363
H 3.290 4.732 -0.626
C 1.125 -1.273 2.676
H 1.317 -2.337 2.832
H 1.219 0.986 -1.654
C 1.692 3.127 1.863
C -4.531 -0.965 -1.774
H 2.337 1.958 -2.560
H 0.050 -1.143 2.518
H 1.320 2.101 1.860
C -3.991 -0.130 0.457
P 3.366 3.366 1.086
H -4.651 -0.492 -2.754
H 1.806 0.389 -3.228
B 3.305 0.261 -1.519
H 1.703 3.473 2.899
H -5.729 -2.593 -2.411
O 7.222 0.199 1.368
H -0.043 -1.592 -0.447
H 3.584 -0.958 -3.029
H -1.951 0.499 0.194
H 0.992 3.753 1.304
H -4.198 0.802 0.990
H 7.281 2.767 -0.246
H -1.125 -2.172 -1.730
H -7.710 -3.002 0.234
B 6.429 0.969 0.541
H -6.596 -2.422 1.488
O -4.454 0.115 -0.864
H 8.033 1.393 -0.758
C -5.750 -1.853 -1.600
C 2.096 0.920 -2.308
In 4.132 0.965 0.531
C -2.498 -0.364 0.588
C -6.899 -2.296 0.448
N 7.139 1.792 -0.476
```

Computed properties:
- Total energy: -1561.6985 a.u.
- HOMO-LUMO gap: 5.865 eV
- Spin multiplicity: 1
- Net charge: -1
- LUMO level: 2.4964 eV
- HOMO energy: -3.37 eV

=====

DFT (wB97M-V/def2-TZVPD) results for a structure of composition C10H30BeNO13 in a non-equilibrium geometry.

The geometry in XYZ format:
```
55
Properties=species:S:1:pos:R:3
H -1.890 3.984 0.561
C -1.094 -1.123 -3.706
H -2.515 0.137 4.933
C -0.070 -2.311 3.633
C 0.661 -3.704 3.226
O -4.269 1.122 4.161
C -1.170 4.053 -0.254
H -0.451 -1.233 -1.803
C -1.924 -1.873 -4.737
C -1.974 1.899 3.683
H -3.344 -1.665 -3.422
H 1.506 -3.831 3.903
H -0.159 -0.902 -4.221
H 1.374 -1.236 3.155
O 0.486 0.384 -1.131
H -1.222 3.159 -0.877
O -0.763 -1.840 -2.478
O 0.846 -1.243 3.957
C -2.868 0.753 4.106
O 1.216 -3.584 1.981
H -2.014 2.699 4.422
H -0.391 1.151 2.906
H -1.663 -0.210 -3.530
H 0.394 4.648 1.218
O 4.596 0.021 -2.580
Be 3.790 0.190 -0.106
O -0.527 0.533 0.668
O -0.594 1.605 3.727
H 2.273 -2.448 -3.196
H -4.736 0.918 3.347
C 0.302 4.087 0.288
O -1.458 5.264 -1.049
H 0.021 -4.586 3.256
H 1.775 -0.821 -3.121
H 3.961 -1.165 -4.248
H -1.311 -2.764 -4.873
O 2.521 -1.807 -1.429
H -2.211 -1.239 -5.576
H -0.633 -2.569 4.530
H -2.897 0.076 3.253
O 1.278 4.296 -0.642
H 1.715 -2.291 -1.232
O -3.230 -2.211 -4.203
H 1.092 5.112 -1.112
C 2.570 -1.485 -2.781
H -2.319 2.351 2.753
H -0.869 5.190 -1.804
H -0.707 -1.892 2.854
H 0.516 3.072 0.624
C 3.977 -1.196 -3.159
H 0.448 -3.716 1.419
H 4.681 -1.991 -2.911
H 5.430 0.108 -3.046
N 0.455 0.251 0.069
O 1.392 -0.125 0.591
```

Computed properties:
- Total energy: -1445.4327 a.u.
- HOMO-LUMO gap (spin up / spin down): 2.586 / 2.211 eV
- ⟨S²⟩: 1.76
- Energy relative to the best compared isomer or geometry (same formula, charge and spin): 714.3 kJ/mol
- Spin multiplicity: 2
- Net charge: +2
- LUMO level (spin up / spin down): -11.4433 / -11.8186 eV
- HOMO energy (spin up / spin down): -14.03 / -14.03 eV